(w)
{
  "formula": "C7H14N2",
  "method": "ωB97M-V/def2-TZVPD",
  "symbols": ["C", "C", "C", "C", "N", "C", "N", "H", "H", "H", "H", "H", "H", "H", "H", "C", "C", "H", "H", "H", "H", "H", "H"],
  "positions_angstrom": [[0.7973, 3.3032, 0.3261], [1.0056, 2.1231, 1.1360], [-0.1968, 1.1284, 0.8616], [-1.0607, 1.1512, -0.2690], [-1.7804, -0.0590, -0.1505], [-1.3801, -0.7774, 0.9106], [-0.4251, -0.0414, 1.6216], [0.0567, 4.0188, 0.9254], [0.3461, 3.1745, -0.6396], [1.7407, 3.9129, 0.2334], [1.7910, 1.4608, 0.6403], [1.1547, 2.2667, 2.1966], [-1.0713, 1.9379, -1.0582], [-2.5075, -0.3883, -0.8771], [-1.7141, -1.7908, 1.2008], [1.0557, -3.4733, -1.0861], [1.2262, -2.7414, -2.3499], [1.2754, -4.4920, -1.2739], [1.7261, -2.9652, -0.3359], [0.0489, -3.2091, -0.5832], [0.5679, -3.1274, -3.0340], [2.3873, -2.7170, -2.5912], [0.9534, -1.6617, -2.2776]],
  "mol_weight_g_mol": 126.2,
  "lumo_ha": 0.028,
  "e_homo_ev": -8.5,
  "smiles": "CCc1c[nH]cn1.CC"
}



(x)
{
  "formula": "C7H14N2",
  "method": "ωB97M-V/def2-TZVPD",
  "symbols": ["C", "C", "C", "N", "C", "N", "H", "H", "H", "H", "H", "H", "H", "H", "C", "C", "C", "H", "H", "H", "H", "H", "H"],
  "positions_angstrom": [[1.2260, 0.8020, 2.0622], [-0.1257, -0.5839, 0.3916], [0.9387, 0.7323, 0.5608], [-1.3707, -0.2873, 1.0507], [0.4041, 1.9692, 0.0225], [0.3979, -1.7351, 0.7881], [-2.0869, 0.0885, 0.4476], [-1.6968, -1.1016, 1.5553], [1.3392, -1.8402, 0.4103], [1.9952, 1.5477, 2.2749], [1.5614, -0.1793, 2.4065], [0.3204, 1.0635, 2.6090], [1.0520, 2.6096, -0.5672], [-0.3171, 2.4986, 0.6411], [-0.7044, -1.9149, -1.8486], [-0.5130, -0.5298, -1.3426], [-0.6856, 0.6254, -1.8485], [1.8271, 0.4177, 0.0100], [-1.4213, -2.4387, -1.2132], [-1.0476, -1.9249, -2.8839], [0.2351, -2.4659, -1.7661], [-0.3294, 1.5373, -1.0044], [-0.9986, 1.1097, -2.7561]],
  "mol_weight_g_mol": 126.2,
  "lumo_ha": [-0.010, -0.020],
  "e_homo_ev": [-8.0, -7.3]
}



(y)
{
  "formula": "C7H14N2",
  "method": "ωB97M-V/def2-TZVPD",
  "symbols": ["C", "C", "C", "N", "C", "N", "C", "C", "C", "H", "H", "H", "H", "H", "H", "H", "H", "H", "H", "H", "H", "H", "H"],
  "positions_angstrom": [[1.4547, -1.7961, -0.2364], [-0.0282, -1.7134, -0.0115], [-0.6802, -0.8794, 0.8813], [-1.7548, -1.2614, 1.6831], [-0.3192, 0.4877, 0.7381], [-0.1622, 1.2880, 1.8794], [-0.0023, 0.8427, -0.5677], [-0.9178, 0.5758, -1.7363], [0.9653, 1.9739, -0.8269], [1.8857, -2.6449, 0.3054], [1.6724, -1.9703, -1.2938], [1.9558, -0.8856, 0.0873], [-0.5347, -2.6497, -0.2593], [-2.3454, -0.5264, 2.0427], [-1.8975, -2.2526, 1.7985], [0.2970, 0.8313, 2.6563], [0.2083, 2.2108, 1.7110], [-0.3439, 0.2592, -2.6108], [-1.6530, -0.1901, -1.5029], [-1.4539, 1.4886, -2.0201], [0.4607, 2.9459, -0.8448], [1.4412, 1.8420, -1.8004], [1.7519, 2.0239, -0.0721]],
  "mol_weight_g_mol": 126.2,
  "lumo_ha": [0.035, 0.035],
  "e_homo_ev": [-7.4, -7.4],
  "smiles": "C/C=C(/N)C(N)=C(C)C"
}



(z)
{
  "formula": "C7H14N2",
  "method": "ωB97M-V/def2-TZVPD",
  "symbols": ["C", "C", "C", "N", "C", "N", "H", "H", "H", "H", "H", "H", "C", "C", "C", "H", "H", "H", "H", "H", "H", "H", "H"],
  "positions_angstrom": [[0.2928, -2.7910, 0.2680], [1.4059, -1.8472, 0.1873], [2.7896, -1.9589, 0.0409], [3.2539, -0.6673, -0.0985], [2.2200, 0.1725, 0.0404], [1.0854, -0.4435, 0.1156], [0.5392, -3.6519, -0.3509], [-0.6413, -2.3372, -0.1845], [0.0419, -3.1235, 1.2882], [3.2717, -2.8845, 0.3351], [4.2170, -0.4405, -0.2755], [2.2432, 1.1924, 0.4075], [-2.0858, 0.4934, -0.5712], [-1.4499, 1.8867, -0.5559], [-2.0423, 2.8305, 0.6040], [-3.1534, 0.3645, -0.3831], [-1.4702, -0.1087, 0.1241], [-1.9732, 0.0659, -1.5784], [-0.3991, 1.9539, -0.3213], [-1.6020, 2.2937, -1.5673], [-1.3931, 3.7040, 0.6652], [-3.0519, 3.0070, 0.2553], [-2.0985, 2.2895, 1.5552]],
  "mol_weight_g_mol": 126.2,
  "lumo_ha": 0.032,
  "e_homo_ev": -8.6,
  "smiles": "Cc1c[nH]cn1.CCC"
}



Most stable of them? (z).



(w)
{
  "formula": "HNO2S",
  "method": "ωB97M-V/def2-TZVPD",
  "symbols": ["N", "O", "O", "S", "H"],
  "positions_angstrom": [[1.0224, -1.2612, 1.0923], [-0.5097, 2.0048, -0.2428], [0.0960, 0.1698, -1.7529], [-0.8125, 0.7114, -0.7974], [0.2037, -1.6248, 1.7008]],
  "mol_weight_g_mol": 79.1,
  "lumo_ha": [-0.059, -0.067],
  "e_homo_ev": [-11.6, -11.7]
}



(x)
{
  "formula": "HNO2S",
  "method": "ωB97M-V/def2-TZVPD",
  "symbols": ["N", "S", "O", "O", "H"],
  "positions_angstrom": [[0.7322, -1.7531, -0.4346], [0.1100, -0.5695, 0.2763], [-0.1879, 0.3206, 1.5122], [-0.4465, 0.6087, -0.9241], [-0.2078, 1.3933, -0.4297]],
  "mol_weight_g_mol": 79.1,
  "lumo_ha": -0.066,
  "e_homo_ev": -11.5,
  "smiles": "N#S(=O)O"
}



Most stable of them? (x).



(w)
{
  "formula": "HNO2S",
  "method": "ωB97M-V/def2-TZVPD",
  "symbols": ["N", "O", "O", "S", "H"],
  "positions_angstrom": [[1.2446, -0.0177, 0.5884], [1.9833, 0.1791, -0.2716], [-1.7978, 0.3245, -0.3930], [-0.1069, -0.2225, 1.1445], [-1.3232, -0.2634, -1.0683]],
  "mol_weight_g_mol": 79.1,
  "lumo_ha": [-0.047, -0.040],
  "e_homo_ev": [-9.1, -10.1]
}



(x)
{
  "formula": "HNO2S",
  "method": "ωB97M-V/def2-TZVPD",
  "symbols": ["O", "N", "O", "S", "H"],
  "positions_angstrom": [[-0.1068, 1.3070, -0.0123], [0.4848, -0.0039, -0.3704], [0.4032, -0.9892, 0.4426], [-0.4178, -1.6146, -0.9980], [-0.3634, 1.3006, 0.9382]],
  "mol_weight_g_mol": 79.1,
  "lumo_ha": [-0.035, -0.035],
  "e_homo_ev": [-9.6, -9.6],
  "smiles": "On1os1"
}



Most stable of them? (w).



(w)
{
  "formula": "C9H13N2",
  "method": "ωB97M-V/def2-TZVPD",
  "symbols": ["C", "C", "C", "C", "C", "C", "C", "C", "N", "C", "N", "H", "H", "H", "H", "H", "H", "H", "H", "H", "H", "H", "H", "H"],
  "positions_angstrom": [[-0.1671, 1.9732, 1.2446], [0.0940, 0.8624, 0.0880], [1.5862, 1.0534, -0.5102], [2.4074, 0.0014, -0.7085], [1.9340, -1.3630, -0.4855], [0.8233, -1.6806, 0.1112], [-0.0756, -0.6671, 0.7637], [-1.5169, -1.0222, 0.8095], [-1.9837, -0.9450, -0.6363], [-1.7042, 0.0743, -1.3725], [-0.7232, 0.9326, -1.0672], [-0.1085, 3.0462, 0.9451], [0.5514, 1.8115, 2.0491], [-1.2287, 1.8454, 1.6303], [1.9112, 2.1013, -0.6531], [3.2851, 0.0916, -1.2084], [2.7539, -2.0339, -0.6433], [0.6440, -2.6552, 0.4204], [0.2940, -0.7678, 1.8444], [-1.6911, -2.0990, 1.0862], [-2.1821, -0.4012, 1.4570], [-2.5492, -1.7057, -1.0160], [-2.0614, 0.0769, -2.4023], [-0.2929, 1.4703, -1.7461]],
  "mol_weight_g_mol": 149.2,
  "charge": 1,
  "lumo_ha": -0.127,
  "e_homo_ev": -12.5,
  "smiles": "C[C@@]12C=CC=C[C@@H]1C[NH+]=CN2"
}



(x)
{
  "formula": "C9H13N2",
  "method": "ωB97M-V/def2-TZVPD",
  "symbols": ["C", "C", "C", "C", "N", "N", "C", "C", "C", "C", "C", "H", "H", "H", "H", "H", "H", "H", "H", "H", "H", "H", "H", "H"],
  "positions_angstrom": [[1.9860, 1.6785, 0.3748], [1.9707, 0.4985, 0.9693], [0.8269, -0.0091, 1.7911], [0.0678, -1.1569, 1.1005], [-0.9173, -1.6861, 1.9278], [-0.4466, -0.5736, -0.2206], [0.3728, -0.5436, -1.2749], [0.0013, 0.0825, -2.4484], [-1.2457, 0.6870, -2.5290], [-2.0858, 0.6355, -1.4230], [-1.6492, 0.0016, -0.2790], [2.8340, 2.0166, -0.1936], [1.1670, 2.3745, 0.4644], [2.8181, -0.1685, 0.8868], [1.2005, -0.4069, 2.7361], [0.1275, 0.8004, 2.0104], [0.7613, -1.9484, 0.7972], [-1.4946, -1.0394, 2.4402], [-1.4094, -2.5031, 1.6056], [1.3251, -1.0419, -1.1773], [0.6804, 0.0915, -3.2857], [-1.5594, 1.1833, -3.4338], [-3.0658, 1.0847, -1.4455], [-2.2656, -0.0572, 0.6067]],
  "mol_weight_g_mol": 149.2,
  "charge": 1,
  "lumo_ha": -0.150,
  "e_homo_ev": -13.4,
  "smiles": "C=CC[C@@H](N)[n+]1ccccc1"
}



(y)
{
  "formula": "C9H13N2",
  "method": "ωB97M-V/def2-TZVPD",
  "symbols": ["C", "C", "C", "C", "C", "C", "C", "C", "C", "N", "N", "H", "H", "H", "H", "H", "H", "H", "H", "H", "H", "H", "H", "H"],
  "positions_angstrom": [[1.9754, 1.2222, -0.2818], [0.8291, -0.7277, 0.4341], [0.7748, 1.7955, -0.5700], [2.0695, -0.1499, 0.1616], [-0.3679, -0.0839, 0.3814], [-2.7820, 0.2196, 0.7445], [-1.7137, -0.7099, 0.3064], [3.2891, -0.9280, 0.5684], [-1.9914, -1.2674, -1.0685], [-0.3806, 1.2877, -0.0202], [-1.4555, 2.0252, 0.0342], [2.8740, 1.7172, -0.6209], [0.8337, -1.7331, 0.9212], [0.7340, 2.8201, -0.8550], [-3.5560, 0.5349, 0.0491], [-3.0379, 0.3247, 1.7618], [-1.5572, -1.4600, 1.0841], [3.4415, -0.8953, 1.6404], [3.3526, -2.0175, 0.2906], [4.2790, -0.4090, 0.0952], [-2.0154, -0.4243, -1.9220], [-2.8345, -1.9853, -0.9933], [-1.1342, -1.9163, -1.4232], [-1.6264, 2.7604, -0.7180]],
  "mol_weight_g_mol": 149.2,
  "charge": 1,
  "lumo_ha": [-0.184, -0.184],
  "e_homo_ev": [-12.2, -12.2]
}



Most stable of them? (x).